# 1
Here is 3 unconnected molecules or ions with the total composition C4H10O3 from the OMol25 dataset. Energies are from ωB97M-V with the def2-TZVPD basis set.

Positions of all 17 atoms, in Å:
C1 3.277 1.380 1.775
C2 1.964 1.351 1.717
C3 1.346 0.639 0.533
C4 1.855 0.278 -0.663
O1 -0.018 0.467 0.748
H1 3.916 1.969 2.442
H2 3.844 1.006 0.928
H3 1.231 1.752 2.411
H4 1.295 -0.418 -1.251
H5 2.529 1.009 -1.104
H6 -0.370 -0.042 0.006
O2 -3.961 -2.714 -1.757
H7 -3.363 -3.377 -1.415
H8 -4.534 -3.077 -2.427
O3 -2.615 -0.038 -0.627
H9 -3.102 -0.749 -1.037
H10 -3.294 0.565 -0.279

Results
Structure (SMILES): C=CC(=C)O.O.O
Energy above the lowest of the compared OMol25 structures with the same formula, charge and spin, kcal/mol: 59.7
Charge: 0
Highest occupied orbital energy, eV: -8.1
Frontier orbital gap, Ha: 0.3157
LUMO, eV: 0.51

---

# 2
Here is 2 unconnected molecules or ions with the total composition C4H10O3 from the OMol25 dataset. Energies are from ωB97M-V with the def2-TZVPD basis set.

Positions of all 17 atoms, in Å:
C1 0.932 1.582 -1.072
C2 -0.009 0.386 -1.059
C3 -0.998 0.634 0.102
C4 -1.855 -0.576 0.486
O1 -2.879 -0.948 -0.026
O2 -1.326 -1.172 1.560
H1 0.434 2.520 -0.800
H2 1.343 1.952 -2.024
H3 1.815 1.393 -0.460
H4 0.598 -0.536 -0.920
H5 -0.480 0.054 -1.986
H6 -0.405 0.915 0.978
H7 -1.589 1.481 -0.214
H8 -1.503 -2.079 1.817
O3 2.261 -2.000 1.437
H9 1.977 -2.360 0.573
H10 1.684 -1.247 1.609

Results
Structure (SMILES): CCCC(=O)O.O
Energy above the lowest of the compared OMol25 structures with the same formula, charge and spin, kcal/mol: 16.2
Charge: 0
Highest occupied orbital energy, eV: -10.6
Frontier orbital gap, Ha: 0.4073
LUMO, eV: 0.52

---

# 3
Here is a single C4H10O3 molecule from the OMol25 dataset. Energies are from ωB97M-V with the def2-TZVPD basis set.

Positions of all 17 atoms, in Å:
C1 1.604 0.802 -0.078
O1 0.844 -0.460 0.021
C2 0.570 -1.228 -1.339
C3 -0.481 -0.604 0.680
O2 -0.451 0.039 1.900
C4 -1.704 -0.066 -0.085
O3 -1.562 1.312 -0.367
H1 1.928 1.188 0.900
H2 1.005 1.537 -0.613
H3 2.512 0.593 -0.667
H4 0.351 -0.327 -1.939
H5 1.580 -1.579 -1.608
H6 -0.536 -1.699 0.738
H7 0.230 -0.398 2.423
H8 -2.587 -0.249 0.566
H9 -1.869 -0.606 -1.025
H10 -1.435 1.745 0.491

Results
Energy above the lowest of the compared OMol25 structures with the same formula, charge and spin, kcal/mol: 127.0
Charge: 0
Highest occupied orbital energy, eV: -7.1
Frontier orbital gap, Ha: 0.2779
LUMO, eV: 0.42

---

# 4
Here is 2 unconnected molecules or ions with the total composition C4H10O4 from the OMol25 dataset. Energies are from ωB97M-V with the def2-TZVPD basis set.

Positions of all 18 atoms, in Å:
C1 2.407 -0.364 -1.291
C2 0.902 -0.617 -1.245
C3 0.335 -0.441 0.157
O1 -1.044 -0.826 0.182
O2 0.410 0.900 0.547
H1 2.784 -0.511 -2.301
H2 2.934 -1.047 -0.625
H3 2.645 0.656 -0.991
H4 0.383 0.075 -1.914
H5 0.676 -1.633 -1.572
H6 0.827 -1.112 0.874
H7 -1.634 -0.047 -0.258
H8 0.998 1.014 1.302
O3 -3.678 1.904 1.762
C4 -2.749 1.200 1.524
O4 -2.258 0.178 2.132
H9 -2.343 1.144 0.362
H10 -1.595 -0.471 1.355

Results
Structure (SMILES): CCC(O)O.O=CO
Energy above the lowest of the compared OMol25 structures with the same formula, charge and spin, kcal/mol: 40.7
Charge: 0
Highest occupied orbital energy, eV: -9.8
Frontier orbital gap, Ha: 0.3758
LUMO, eV: 0.44

---

# 5
Here is 2 unconnected molecules or ions with the total composition C4H10O4 from the OMol25 dataset. Energies are from ωB97M-V with the def2-TZVPD basis set.

Positions of all 18 atoms, in Å:
C1 2.189 0.763 -0.193
O1 0.791 1.070 -0.225
C2 0.069 0.400 -1.264
C3 -1.272 1.044 -1.443
O2 0.551 -0.443 -1.990
H1 2.686 1.084 -1.112
H2 2.331 -0.313 -0.058
H3 2.634 1.275 0.664
H4 -2.009 0.261 -1.637
H5 -1.571 1.572 -0.535
H6 -1.235 1.750 -2.275
O3 -0.153 -2.186 1.191
C4 -0.939 -1.025 1.241
O4 -1.423 -0.821 2.542
H7 0.278 -2.215 0.321
H8 -1.806 -1.143 0.581
H9 -0.370 -0.042 0.982
H10 -0.753 -1.031 3.211

Results
Structure (SMILES): COC(C)=O.OCO
Energy above the lowest of the compared OMol25 structures with the same formula, charge and spin, kcal/mol: 29.1
Charge: 0
Highest occupied orbital energy, eV: -9.8
Frontier orbital gap, Ha: 0.3873
LUMO, eV: 0.74

---

# 6
Here is 2 unconnected molecules or ions with the total composition C4H10O4 from the OMol25 dataset. Energies are from ωB97M-V with the def2-TZVPD basis set.

Positions of all 18 atoms, in Å:
O1 0.131 0.411 2.707
C1 0.866 -0.152 1.955
O2 1.364 -1.393 2.163
C2 1.247 0.356 0.564
C3 0.801 -0.622 -0.548
C4 -0.619 -0.227 -0.901
O3 -1.234 -1.501 -1.294
H1 0.893 -1.797 2.911
H2 0.831 1.332 0.319
H3 2.346 0.502 0.506
H4 0.854 -1.675 -0.263
H5 1.513 -0.709 -1.374
H6 -0.867 0.385 -1.728
H7 -1.238 -0.057 0.025
H8 -1.193 -2.110 -0.524
H9 -1.458 2.872 -1.867
H10 -2.346 2.375 -0.936
O4 -1.890 2.012 -1.716

Results
Energy above the lowest of the compared OMol25 structures with the same formula, charge and spin, kcal/mol: 11.7
Charge: +1
⟨S²⟩: 0.7544
Highest occupied orbital energy (alpha / beta), eV: -14.6 / -14.5
Frontier orbital gap (alpha / beta), Ha: 0.3952 / 0.1757
Spin multiplicity: 2
LUMO (alpha / beta), eV: -3.82 / -9.77

---

Computed max |F|, in the same sequence as the records: 2.1; 2.1; 0.7; 4.1; 2.3; 3.7 eV/Å.